A | Here is 2 unconnected molecules or ions with the total composition C2H8N2 from OMol25. Energies are from ωB97M-V/def2-TZVPD.

XYZ file:
```
12
Properties=species:S:1:pos:R:3:mulliken_charge:R:1
N 0.54509 -0.22012 1.51083 -0.5471
N 0.05652 -0.26772 -2.40005 -0.5939
C 0.62950 -0.68424 -1.14353 -0.1714
C 0.19934 -0.03771 0.12684 -0.4844
H 0.02487 0.75690 -2.47975 0.2642
H 1.25859 -0.96539 1.55416 0.2058
H -0.86767 0.14560 -0.02013 0.4000
H -2.19279 0.72470 2.59551 -0.0783
H 0.60266 0.99851 0.33156 0.2894
H -2.22025 1.47248 2.75140 0.0738
H 0.51465 -1.76447 -1.10408 0.3123
H 1.44949 -0.15852 -1.72277 0.3296
```

Properties
HOMO energy   -7.01 eV
Molar mass   60.10 g/mol
LUMO energy   -2.4 eV

B | Here is 2 unconnected molecules or ions with the total composition C2H8N2 from OMol25. Energies are from ωB97M-V/def2-TZVPD.

XYZ file:
```
12
Properties=species:S:1:pos:R:3:mulliken_charge:R:1
N -1.62213 0.97343 0.25342 -0.5383
N 3.20085 -0.68765 0.45180 -0.4417
C -2.54225 -0.15322 0.48048 -0.6398
C 2.95442 -0.27499 -0.69544 -0.1567
H -2.84577 -0.10870 1.52700 0.2374
H -3.48100 -0.09252 -0.08221 0.2407
H 3.56294 -0.26791 -1.60528 0.2315
H 1.96716 0.17596 -0.86511 0.1415
H -2.09120 -1.12152 0.28315 0.2847
H -2.14414 1.78781 -0.03871 0.2145
H -1.03559 0.78780 -0.54457 0.1990
H 4.07672 -1.01849 0.83547 0.2272
```

Properties
HOMO energy   -9.31 eV
Structure (SMILES)   C=N.CN
Molar mass   60.10 g/mol
LUMO energy   1.1 eV

C | Here is 2 unconnected molecules or ions with the total composition C2H8N2 from OMol25. Energies are from ωB97M-V/def2-TZVPD.

XYZ file:
```
12
Properties=species:S:1:pos:R:3:mulliken_charge:R:1
N -0.02535 -0.38404 -0.49012 -0.4497
N -1.23493 2.68260 -0.80014 -0.6086
C 0.65544 -0.89079 0.71520 0.0494
C 1.22020 -2.13971 0.76852 -0.7403
H -1.19390 2.16758 0.03674 0.1985
H 1.05935 -2.60010 1.73137 0.2216
H -0.37561 -1.17744 -1.04798 0.2539
H -2.13671 2.69879 -1.27685 0.2083
H -1.07181 3.64924 -0.56504 0.2265
H 0.92249 -0.04847 1.38230 0.2830
H -0.75183 0.27049 -0.09746 0.1242
H 1.11612 -2.86703 -0.03358 0.2333
```

Properties
HOMO energy   -8.24 eV
Structure (SMILES)   C=CN.N
Molar mass   60.10 g/mol
LUMO energy   0.9 eV

B (24.7 kJ/mol below the next structure)

A | Here is 2 unconnected molecules or ions with the total composition C2H8N2 from OMol25. Energies are from ωB97M-V/def2-TZVPD.

XYZ file:
```
12
Properties=species:S:1:pos:R:3:mulliken_charge:R:1
N -2.12001 -3.85921 1.90318 -0.4191
N -0.82747 -3.68328 3.88410 -0.6319
C -1.95263 -3.68315 3.25389 0.1388
C 2.60708 5.05795 -3.97687 -0.8894
H -2.97499 -4.26210 1.56112 0.2087
H 2.08044 5.68504 -4.70075 0.2262
H -2.85317 -3.22249 3.64864 0.2462
H 2.30744 4.03638 -4.20466 0.2260
H 2.33274 5.28586 -2.94570 0.2150
H -0.89549 -2.86984 4.49635 0.2455
H -1.37154 -3.68192 1.25744 0.2117
H 3.66759 5.19676 -4.17673 0.2223
```

Properties
HOMO energy   -9.04 eV
Structure (SMILES)   [H]/N=C/N.C
Molar mass   60.10 g/mol
LUMO energy   1.0 eV

B | Here is 2 unconnected molecules or ions with the total composition C2H8N2 from OMol25. Energies are from ωB97M-V/def2-TZVPD.

XYZ file:
```
12
Properties=species:S:1:pos:R:3:mulliken_charge:R:1
N 0.05358 0.47149 0.32313 -0.4639
N 0.06120 0.74209 -2.95038 -0.6621
C 0.37101 -1.03193 2.15303 -0.8786
C -0.42180 -0.36142 1.32597 0.1737
H -0.02692 0.28928 -2.03817 0.2204
H -0.41978 1.02136 -0.35928 0.2507
H -1.50327 -0.41207 1.27996 0.2852
H 0.99467 0.77070 0.47825 0.1227
H 0.29429 -0.07401 -3.52135 0.2476
H -0.88280 0.95282 -3.25754 0.2351
H -0.03995 -1.71939 2.88040 0.2377
H 1.45090 -1.03986 2.18553 0.2316
```

Properties
HOMO energy   -8.24 eV
Structure (SMILES)   C=CN.N
Molar mass   60.10 g/mol
LUMO energy   1.0 eV

C | Here is 2 unconnected molecules or ions with the total composition C2H8N2 from OMol25. Energies are from ωB97M-V/def2-TZVPD.

XYZ file:
```
12
Properties=species:S:1:pos:R:3:mulliken_charge:R:1
N 0.16604 -0.76250 -1.48634 -0.5187
N -0.29567 1.58149 1.79901 -0.4474
C 1.09302 -1.49419 -0.63711 -0.6757
C -1.41437 1.42352 1.21293 -0.3227
H 0.67264 -1.62523 0.35893 0.2210
H 0.29251 -1.02970 -2.45279 0.2133
H -0.38667 2.26932 2.54795 0.2377
H 2.02817 -0.96918 -0.39784 0.2321
H -1.97535 2.32687 0.92814 0.2476
H -1.65866 0.51534 0.65544 0.2801
H 1.26392 -2.48101 -1.05197 0.3304
H 0.21443 0.24527 -1.47637 0.2024
```

Properties
HOMO energy   -9.01 eV
Structure (SMILES)   C=N.CN
Molar mass   60.10 g/mol
LUMO energy   1.1 eV

B (18.4 kJ/mol below the next structure)

A | Here is a gas-phase ion, C4H9NO2 (charge +1) from OMol25. Energies are from ωB97M-V/def2-TZVPD.

XYZ file:
```
16
Properties=species:S:1:pos:R:3:mulliken_spin:R:1
O 2.53633 -0.35743 1.56950 0.0091
O -0.89035 -1.80061 -0.19302 0.1308
N 0.01950 1.20914 -0.48005 0.6237
C -0.01136 -1.09700 0.63898 0.1007
C -1.43472 0.98825 -0.73669 0.0066
C 2.17300 0.13243 0.54289 0.0051
C 0.84841 -0.08543 -0.23318 0.0539
H -0.54152 -0.56054 1.50414 -0.0042
H 2.88358 0.75948 0.15894 0.0069
H -1.79774 -1.46180 -0.18598 -0.0044
H -1.61259 0.47464 -1.57959 -0.0031
H 0.64359 -1.91709 0.88209 0.0298
H -1.98235 1.90831 -0.99131 0.0109
H -1.98787 0.48514 0.01111 0.0448
H 0.07993 1.81862 0.34984 -0.0134
H 1.07418 -0.49611 -1.25765 0.0025
```

Properties
HOMO energy (alpha / beta)   -14.79 / -14.65 eV
2S+1   2
Net charge   +1
Molar mass   103.12 g/mol
LUMO energy (alpha / beta)   -3.9 / -8.9 eV

B | Here is 3 unconnected molecules or ions with the total composition C4H9NO2 from OMol25. Energies are from ωB97M-V/def2-TZVPD.

XYZ file:
```
16
Properties=species:S:1:pos:R:3:mulliken_spin:R:1
O -1.36286 -2.40800 -1.30336 0.0018
O 2.94602 0.78052 -1.03754 -0.0001
N 0.34004 0.83751 -0.10155 -0.0768
C -1.73012 0.86195 0.80641 0.1195
C 0.30471 -0.09599 0.86543 0.4182
C -0.98791 -0.05081 1.49638 0.1023
C -0.85848 1.48056 -0.14425 0.3938
H 1.20754 1.07312 -0.61286 0.0028
H -1.93510 -3.16338 -1.12408 -0.0001
H -2.67089 1.32764 1.03735 0.0031
H -0.83473 -2.36911 -0.50140 -0.0005
H -0.89375 2.32626 -0.81820 0.0117
H 1.15167 -0.57447 1.32696 0.0259
H 2.96744 -0.01076 -1.59196 0.0000
H -1.40612 -0.73041 2.22378 -0.0016
H 3.76254 0.71536 -0.52111 0.0000
```

Properties
HOMO energy (alpha / beta)   -14.80 / -14.79 eV
2S+1   2
Net charge   +1
Molar mass   103.12 g/mol
LUMO energy (alpha / beta)   -3.5 / -7.4 eV

B (304.4 kJ/mol below the next structure)

A | Here is 2 unconnected molecules or ions with the total composition C2H9N3O from OMol25. Energies are from ωB97M-V/def2-TZVPD.

XYZ file:
```
15
Properties=species:S:1:pos:R:3:mulliken_charge:R:1
O 0.72549 1.04220 -0.91594 -0.6074
N 1.34159 1.99288 -1.72892 -0.4524
N -1.06686 -0.33152 -0.17537 -0.1449
N -1.71400 0.06271 1.01737 -0.6108
C 0.53775 -1.62282 1.19459 -1.0510
C -0.03525 -1.13366 -0.08318 0.2833
H -0.70363 0.59454 -0.81409 0.3699
H -1.19882 0.86105 1.38522 0.2414
H 0.41210 -1.40791 -1.02556 0.3301
H -0.25269 -1.84776 1.91136 0.3536
H 1.07888 2.93472 -1.44139 0.1970
H -2.64359 0.37366 0.76347 0.2649
H 1.18533 1.82117 -2.72121 0.1953
H 1.15796 -2.50068 1.01879 0.3326
H 1.17574 -0.83858 1.61486 0.2983
```

Properties
HOMO energy (alpha / beta)   -6.89 / -6.89 eV
Molar mass   91.11 g/mol
LUMO energy (alpha / beta)   0.5 / 0.5 eV

B | Here is 2 unconnected molecules or ions with the total composition C2H9N3O from OMol25. Energies are from ωB97M-V/def2-TZVPD.

XYZ file:
```
15
Properties=species:S:1:pos:R:3:mulliken_charge:R:1
O -2.40624 0.86343 -1.86647 -0.5183
N 0.93966 -0.31704 -0.76966 -0.4542
N 1.82809 -1.28065 1.35489 -0.6372
N -2.00401 1.43483 0.35445 -0.5564
C -1.61345 1.39300 -1.04363 0.2300
C 0.70503 -1.01605 0.49944 -0.2540
H 2.69461 -1.57389 0.89970 0.2477
H -1.33810 0.80515 0.84040 0.3012
H 1.07388 -1.04734 -1.43709 0.2222
H -0.90256 2.22282 -1.49367 0.2801
H 2.17584 -0.39719 1.69377 0.2114
H -0.09261 -0.53829 1.15549 0.0841
H -2.88245 0.90156 0.40049 0.3151
H 1.50823 0.56439 -0.82511 0.2126
H 0.31409 -2.01472 0.23700 0.3157
```

Properties
HOMO energy   -9.35 eV
Structure (SMILES)   NC=O.NCN
Molar mass   91.11 g/mol
LUMO energy   0.9 eV

B (341.1 kJ/mol below the next structure)

A | Here is 2 unconnected molecules or ions with the total composition C3H12N from OMol25. Energies are from ωB97M-V/def2-TZVPD.

XYZ file:
```
16
Properties=species:S:1:pos:R:3:mulliken_charge:R:1
N -1.54844 -1.09387 0.95833 -0.4453
C 1.58004 0.37624 0.61824 -1.0384
C 0.93095 0.15192 -0.86530 -0.1004
C -0.47529 0.87408 -1.02833 -1.2402
H 2.69970 0.62989 0.47336 0.3116
H -1.95285 -2.05864 1.09179 0.4219
H -0.90408 0.90159 0.05537 0.2919
H -0.62343 -0.84570 1.28852 0.1804
H -1.72946 -0.78692 -0.06673 0.3144
H 0.66267 -0.95638 -1.05361 0.1838
H -2.18296 -0.56036 1.70618 0.4632
H -1.07006 0.22138 -1.63920 0.3574
H 1.45080 -0.53069 1.19529 0.2936
H 1.01852 1.19399 1.12616 0.3059
H 1.77291 0.32974 -1.58252 0.3676
H -0.51685 1.70576 -1.65055 0.3328
```

Properties
HOMO energy   -15.36 eV
Net charge   +1
Molar mass   62.14 g/mol
LUMO energy   -4.3 eV

B | Here is 2 unconnected molecules or ions with the total composition C3H12N from OMol25. Energies are from ωB97M-V/def2-TZVPD.

XYZ file:
```
16
Properties=species:S:1:pos:R:3:mulliken_charge:R:1
N 1.15372 -1.99914 0.21915 -0.4413
C -1.28299 0.22082 -0.60842 -1.2386
C 0.47143 1.57137 0.09447 -0.7880
C -0.93758 1.14481 0.44023 0.1142
H 0.67005 -1.21489 -0.32121 -0.0774
H 0.80561 2.15122 -0.66035 0.3688
H 0.51675 -2.38113 0.97791 0.4024
H -1.55865 0.69718 -1.54972 0.3500
H 2.13860 -1.86247 0.52261 0.4023
H -2.06438 -0.62531 -0.27434 0.3276
H 1.07151 0.54101 -0.09960 -0.0009
H 1.34218 -2.68965 -0.54966 0.4157
H -0.46117 -0.27381 -1.03219 0.4234
H -1.14580 0.54936 1.39024 0.2239
H -1.66636 2.14479 0.43380 0.2477
H 0.94708 2.02584 1.01707 0.2700
```

Properties
HOMO energy   -14.68 eV
Net charge   +1
Molar mass   62.14 g/mol
LUMO energy   -4.3 eV

C | Here is 2 unconnected molecules or ions with the total composition C3H12N from OMol25. Energies are from ωB97M-V/def2-TZVPD.

XYZ file:
```
16
Properties=species:S:1:pos:R:3:mulliken_charge:R:1
N 1.97783 -0.97310 0.88651 -0.4325
C -1.30000 0.22018 -0.16810 -0.0616
C -0.34749 -0.67972 -0.77955 -1.3097
C -0.92952 1.69515 -0.10853 -0.9880
H 2.10063 -0.56615 -0.09900 0.4491
H 0.72663 -0.33293 -1.09674 0.1855
H 2.39332 -0.33847 1.56216 0.3705
H -1.28786 -0.22244 0.97887 0.1780
H -0.38798 1.86669 0.90845 0.2335
H -0.71144 -1.16092 -1.83253 0.2963
H -2.40362 0.02783 -0.59484 0.3143
H 2.54797 -1.81283 0.79170 0.3629
H -1.90776 2.38668 0.02097 0.2687
H -0.08193 -1.61785 -0.29863 0.4814
H -0.34670 2.06085 -0.91679 0.3643
H 0.97598 -0.89237 0.70789 0.2873
```

Properties
HOMO energy   -14.61 eV
Net charge   +1
Molar mass   62.14 g/mol
LUMO energy   -4.1 eV

A (45.5 kJ/mol below the next structure)

A | Here is a gas-phase ion, C6H9O (charge +1) from OMol25. Energies are from ωB97M-V/def2-TZVPD.

XYZ file:
```
16
Properties=species:S:1:pos:R:3:mulliken_charge:R:1
O -2.20698 -0.24797 0.53420 -0.2501
C 0.32926 1.12763 -0.56696 -1.1267
C -2.37831 0.98956 0.18670 0.0214
C 0.56065 -0.13528 -0.23795 0.7864
C 1.70275 -0.44231 0.80580 -1.2388
C -0.27071 -1.26001 -0.61809 -0.3385
C -1.56775 -1.27190 -0.07506 -0.2728
H 0.06205 -2.10335 -1.19541 0.3996
H -2.20087 1.29755 -0.84889 0.3087
H 2.71098 -0.34759 0.24036 0.3069
H -2.23642 -2.04189 0.02069 0.5174
H 1.62136 0.44706 1.43771 0.3793
H -0.26238 1.45585 -1.36299 0.4940
H -2.87811 1.66147 0.87976 0.3073
H 1.50915 -1.25052 1.40434 0.4330
H 1.10205 1.83642 -0.25084 0.2729
```

Properties
HOMO energy (alpha / beta)   -14.25 / -14.25 eV
Net charge   +1
Molar mass   97.14 g/mol
LUMO energy (alpha / beta)   -6.3 / -6.3 eV

B | Here is a gas-phase ion, C6H9O (charge +1) from OMol25. Energies are from ωB97M-V/def2-TZVPD.

XYZ file:
```
16
Properties=species:S:1:pos:R:3:mulliken_charge:R:1
O -1.63092 0.56354 0.20235 0.0017
C -0.33356 1.10311 0.74474 -0.5385
C -1.42058 -0.83568 -0.14389 0.4103
C -1.70021 0.14892 -1.12787 -0.5932
C 0.01585 -1.20618 0.38998 -0.5924
C 1.25490 0.38818 -1.04666 -0.9295
C 0.70785 0.16589 0.39023 -0.0405
H -0.53918 1.21074 1.77644 0.3854
H 0.21431 0.63776 -1.50283 0.2699
H -0.08151 -1.60090 1.47686 0.3542
H 0.67273 -1.95956 -0.13926 0.3829
H 1.43950 0.11605 1.17798 0.4629
H -2.23916 -1.51635 0.08908 0.4108
H 1.80437 -0.46524 -1.52827 0.3664
H 2.02506 1.18853 -1.07637 0.3229
H -0.18947 2.06118 0.31750 0.3268
```

Properties
HOMO energy   -15.92 eV
Net charge   +1
Molar mass   97.14 g/mol
LUMO energy   -6.2 eV

A (182.1 kJ/mol below the next structure)